# 1
Computed, not measured: a structure of composition C5H10O2, with ωB97M-V/def2-TZVPD.

Summary:
Gap between HOMO and LUMO in eV: 8.62
Energy relative to the best compared isomer or geometry (same formula, charge and spin) in kcal per mole: 188.6

Cartesian coordinates (Å):
C -0.084 -0.710 -2.370
O -0.455 0.281 -1.410
C -0.868 -0.332 0.552
C -0.221 -1.166 1.604
C -0.548 0.291 1.731
C 1.073 1.324 0.842
O 0.705 2.270 0.012
H -0.669 -0.434 -3.232
H -0.197 -1.840 -2.334
H 0.951 -0.620 -2.677
H -1.711 -0.360 -0.074
H -0.822 -1.927 2.114
H 0.823 -1.429 1.500
H -1.151 0.872 2.438
H 1.420 1.623 1.829
H 1.620 0.458 0.433
H 0.134 1.697 -0.959


# 2
Computed, not measured: an isolated molecule of C5H10O2, with ωB97M-V/def2-TZVPD.

Summary:
Gap between HOMO and LUMO in eV: 10.84
Energy relative to the best compared isomer or geometry (same formula, charge and spin) in kcal per mole: 34.1

Cartesian coordinates (Å):
O 1.364 -1.475 0.527
C 1.228 -0.882 -0.750
C 0.221 0.274 -0.803
C -1.220 -0.141 -0.473
C -1.268 -0.061 1.061
O -0.119 0.697 1.468
C 0.465 1.291 0.313
H 1.186 -0.791 1.191
H 2.200 -0.512 -1.119
H 0.902 -1.676 -1.435
H 0.289 0.743 -1.790
H -1.922 0.574 -0.919
H -1.471 -1.139 -0.845
H -2.180 0.427 1.428
H -1.189 -1.050 1.522
H -0.008 2.259 0.084
H 1.523 1.462 0.541


# 3
Computed, not measured: a cluster of 3 separate species, C5H10O2 in total, with ωB97M-V/def2-TZVPD.

Summary:
Gap between HOMO and LUMO in eV: 10.32
Energy relative to the best compared isomer or geometry (same formula, charge and spin) in kcal per mole: 108.6

Cartesian coordinates (Å):
C -0.136 -1.750 0.005
C -0.803 -0.608 0.077
C -1.762 0.146 -0.809
O -1.926 1.155 0.201
C -1.016 0.483 1.097
H 0.453 -2.114 0.843
H -0.163 -2.363 -0.892
H -2.695 -0.394 -1.019
H -1.364 0.557 -1.746
H -0.135 1.096 1.328
H -1.502 0.173 2.030
H 1.205 2.328 -0.343
H 0.540 2.315 -0.678
C 2.326 -0.259 -0.028
O 2.347 0.287 1.047
H 2.673 -1.301 -0.172
H 1.959 0.248 -0.941


# 4
Computed, not measured: a cluster of 2 separate species, C5H10O2 in total, with ωB97M-V/def2-TZVPD.

Summary:
Gap between HOMO and LUMO in eV: 10.54
Energy relative to the best compared isomer or geometry (same formula, charge and spin) in kcal per mole: 43.5

Cartesian coordinates (Å):
C -2.554 -0.243 0.039
C -1.253 0.449 -0.267
C -0.156 0.338 0.483
C 1.131 1.074 0.222
C 2.369 0.277 0.569
O 3.312 0.142 -0.172
H -3.049 -0.609 -0.867
H -2.402 -1.097 0.708
H -3.244 0.454 0.532
H -1.231 1.100 -1.144
H -0.167 -0.332 1.345
H 1.149 1.971 0.860
H 1.208 1.403 -0.819
H 2.377 -0.164 1.586
O 0.839 -1.934 -0.831
H 0.103 -1.315 -0.941
H 1.568 -1.515 -1.304